The following is a quantum chemistry calculation of C32H33AsBrF6N5O7Sn as an isolated structure, from the OMol25 dataset.

## Properties
* LUMO level (spin up / spin down): 2.102 / 0.539 eV
* E_tot: -7663.162193 Eh
* highest occupied orbital energy (spin up / spin down): -5.68 / -5.66 eV
* <S²>: 0.79
* energy above the lowest of the compared OMol25 structures with the same formula, charge and spin: 0.000 eV

```
! RIJCOSX wB97M-V def2-TZVPD def2/J DEFGRID3
* xyz -1 2
Sn -0.811 -0.194 -0.077
C -3.263 1.364 -2.490
O -1.945 1.673 -2.054
C -1.770 3.045 -1.812
C -0.313 3.291 -1.471
O 0.131 2.513 -0.375
C 0.194 3.153 0.882
C -1.162 3.367 1.521
O -1.867 2.153 1.523
C -3.033 2.222 2.325
H -3.445 1.790 -3.483
H -4.005 1.738 -1.779
H -3.349 0.281 -2.531
H -2.436 3.371 -1.003
H -2.019 3.631 -2.711
H -0.156 4.359 -1.272
H 0.308 3.004 -2.324
H 0.712 4.118 0.795
H 0.789 2.492 1.512
H -1.742 4.139 0.993
H -1.001 3.723 2.549
H -2.762 2.419 3.368
H -3.550 1.271 2.250
H -3.704 3.009 1.964
O -2.123 -5.205 4.019
C -1.855 -4.149 3.213
C -2.605 -2.981 3.231
C -2.252 -1.967 2.369
N -1.235 -2.065 1.508
C -0.531 -3.183 1.514
Br 0.917 -3.301 0.299
C -0.781 -4.259 2.342
H -2.908 -5.010 4.542
H -3.459 -2.859 3.885
H -2.811 -1.045 2.353
H -0.179 -5.153 2.306
O 3.519 -0.908 1.375
C 3.516 -0.472 2.665
C 4.715 -0.397 3.373
C 4.735 0.022 4.691
C 3.549 0.363 5.326
C 2.362 0.278 4.620
C 2.313 -0.123 3.287
C 0.948 -0.121 2.616
O -0.052 -0.166 3.326
O 0.961 -0.055 1.335
H 4.427 -1.119 1.132
H 5.638 -0.677 2.875
H 5.678 0.075 5.221
H 3.550 0.687 6.359
H 1.415 0.520 5.085
F -3.554 -0.289 0.306
As -5.311 -0.467 0.441
F -5.413 -0.668 -1.272
F -5.089 -2.171 0.659
F -7.021 -0.619 0.619
F -5.130 -0.248 2.170
F -5.449 1.258 0.256
C 1.701 -2.946 -5.029
C 2.847 -2.659 -4.296
C 2.821 -1.680 -3.321
C 1.624 -0.992 -3.041
C 0.467 -1.321 -3.763
C 0.514 -2.270 -4.767
N 1.537 -0.051 -2.037
C 2.605 0.820 -1.907
C 2.961 1.291 -0.633
C 4.007 2.183 -0.496
C 4.687 2.661 -1.612
C 4.319 2.229 -2.881
C 3.299 1.307 -3.032
H 1.727 -3.707 -5.798
H 3.764 -3.204 -4.485
H 3.703 -1.458 -2.735
H -0.451 -0.794 -3.536
H -0.382 -2.485 -5.335
H 2.429 0.900 0.220
H 4.295 2.513 0.495
H 5.493 3.373 -1.495
H 4.827 2.614 -3.756
H 2.995 0.983 -4.018
N -1.611 -2.085 -1.387
C -2.203 -2.517 -2.299
N -2.836 -3.070 -3.261
C -2.746 -2.683 -4.508
N -2.680 -2.411 -5.635
*
```

Results of the Mulliken charge analysis, in e, for atoms 1 through 5:
1 Sn 1.7106
2 C -0.8578
3 O -0.0178
4 C -0.5575
5 C -0.8351